Entry from the Open Molecules 2025 dataset: 12 unconnected molecules or ions with the total composition C24H72N6O12 at a distorted geometry (wB97M-V/def2-TZVPD).

XYZ file:
```
114
Properties=species:S:1:pos:R:3:forces:R:3:lowdin_charge:R:1
N -1.948737 -1.020605 0.977044 6.1 2.1 -2.4 0.18
C -2.988737 -0.477605 0.451044 -1.1 3.3 -5.0 -0.59
N -4.059737 -0.996605 1.007044 -5.9 1.7 -0.7 0.14
O -3.007737 0.437395 -0.621956 0.1 -4.7 5.9 -0.14
H -1.047737 -0.632605 0.545044 -1.2 -0.8 0.9 0.11
H -1.865737 -1.599605 1.757044 -0.5 -0.8 1.1 0.09
H -4.950737 -0.501605 0.706044 1.5 -1.4 0.6 0.15
H -4.163737 -1.873605 1.504044 0.5 0.4 -0.3 0.12
N -5.262737 3.112395 -2.554956 -5.5 0.4 3.3 0.14
C -4.135737 3.025395 -3.139956 3.7 -0.4 -5.8 -0.69
N -3.156737 2.527395 -2.376956 2.3 0.4 -1.0 0.17
O -4.032737 3.321395 -4.421956 0.1 -0.4 4.2 -0.09
H -5.972737 3.575395 -3.134956 0.2 -0.7 0.9 0.13
H -5.434737 2.728395 -1.564956 0.3 1.2 -2.5 0.16
H -2.230737 2.390395 -2.834956 -1.1 0.2 0.4 0.06
H -3.359737 1.937395 -1.600956 -0.1 -0.4 0.5 0.02
N 0.385263 0.699395 4.650044 2.6 -0.9 4.6 0.14
C 0.585263 1.869395 4.078044 4.0 5.3 1.9 -0.55
N -0.106737 2.024395 2.961044 -0.1 -0.7 -0.1 0.19
O 1.480263 2.829395 4.601044 -4.9 -5.2 -2.8 -0.12
H 0.928263 0.525395 5.555044 -1.3 0.2 -2.0 0.18
H -0.268737 0.049395 4.331044 -1.3 -0.8 -0.1 0.10
H 0.022263 2.885395 2.541044 0.3 2.4 -1.3 0.03
H -0.738737 1.413395 2.451044 0.6 -0.4 0.8 0.10
C 2.937263 -3.969605 -2.786956 -2.1 -0.8 -0.4 -0.02
C 3.880263 -4.158605 -1.648956 4.1 4.4 -4.0 -0.66
C 4.250263 -2.859605 -0.971956 0.5 1.6 -0.3 -0.03
O 3.596263 -4.887605 -0.660956 -3.5 -6.3 5.9 0.00
H 1.879263 -3.820605 -2.485956 0.5 0.4 0.0 0.07
H 2.863263 -4.955605 -3.316956 0.3 1.1 -0.3 0.11
H 3.231263 -3.085605 -3.377956 0.1 -0.9 -0.2 0.09
H 4.730263 -4.665605 -2.090956 1.2 0.7 -0.8 0.14
H 4.900263 -2.875605 -0.029956 -0.7 -0.4 -1.7 0.11
H 3.296263 -2.413605 -0.688956 -0.2 0.2 0.3 0.06
H 4.633263 -2.190605 -1.749956 0.4 0.2 0.4 0.09
H 3.583263 -5.806605 -0.963956 -0.3 -0.1 0.6 0.14
C 2.678263 -1.990605 4.164044 0.2 -0.1 0.4 -0.04
C 2.748263 -0.788605 3.241044 5.7 0.0 2.4 -0.58
C 3.876263 -0.928605 2.189044 0.5 1.4 1.9 -0.01
O 1.644263 -0.553605 2.633044 -5.0 0.0 -4.8 -0.04
H 2.838263 -2.882605 3.535044 -0.4 -0.1 0.6 0.08
H 1.675263 -1.964605 4.683044 1.1 -0.4 -0.4 0.09
H 3.505263 -1.904605 4.904044 -0.6 -0.3 -0.3 0.09
H 2.995263 0.062395 3.886044 0.3 0.3 0.0 0.14
H 3.762263 -1.790605 1.647044 -0.9 -2.2 -1.7 0.01
H 4.798263 -1.172605 2.718044 0.3 0.6 0.1 0.09
H 4.012263 -0.085605 1.493044 -0.2 -0.1 0.6 0.09
H 1.016263 -0.071605 3.141044 -0.2 0.4 0.7 0.03
C -3.325737 2.247395 1.882044 0.0 2.0 -1.1 -0.02
C -3.588737 3.655395 2.470044 -3.4 -7.3 6.0 -0.61
C -3.158737 3.689395 3.954044 -0.7 -0.3 0.1 -0.02
O -3.063737 4.631395 1.911044 3.7 6.9 -4.6 0.04
H -2.318737 1.958395 2.084044 0.3 -0.6 0.6 0.03
H -3.285737 2.328395 0.783044 -0.7 -0.2 0.2 0.07
H -4.113737 1.603395 2.233044 0.1 -0.7 0.0 0.08
H -4.659737 3.693395 2.573044 -1.1 0.5 -0.5 0.13
H -2.189737 3.257395 4.069044 0.6 -0.9 0.3 0.04
H -3.937737 3.210395 4.572044 0.6 -0.1 -0.1 0.09
H -3.000737 4.686395 4.335044 -0.5 0.6 -0.1 0.08
H -3.409737 4.753395 1.030044 0.1 0.3 -0.7 0.14
C 2.235263 0.799395 -0.994956 1.3 1.6 0.0 0.00
C 1.130263 1.187395 -0.048956 3.9 3.6 -0.8 -0.64
C 0.111263 2.070395 -0.543956 -1.0 3.8 -3.1 -0.02
O 0.502263 0.138395 0.271044 -4.3 -8.6 3.2 -0.07
H 1.803263 0.656395 -1.961956 0.0 -0.3 -0.8 0.04
H 2.886263 -0.034605 -0.694956 -0.6 0.0 0.1 0.08
H 2.895263 1.661395 -1.055956 0.3 0.2 -0.4 0.10
H 1.519263 1.637395 0.844044 0.9 0.7 0.6 0.14
H 0.515263 3.084395 -0.722956 0.1 -0.3 -0.2 0.11
H -0.644737 2.312395 0.164044 -0.7 -0.4 0.9 0.06
H -0.415737 1.806395 -1.498956 0.6 -0.3 0.8 0.09
H 0.996263 -0.429605 0.908044 -0.1 0.4 -0.4 0.10
C 1.118263 -5.876605 1.310044 -0.8 0.7 -0.2 -0.02
C 0.308263 -4.686605 0.692044 -1.0 -1.8 6.4 -0.59
C 0.672263 -3.404605 1.386044 -1.9 0.2 2.7 -0.04
O 0.511263 -4.437605 -0.516956 1.8 0.6 -9.8 -0.02
H 2.098263 -5.798605 0.868044 0.6 0.1 0.4 0.05
H 0.728263 -6.845605 1.015044 -0.3 -0.1 0.1 0.07
H 1.114263 -5.754605 2.404044 0.3 -0.4 -0.4 0.08
H -0.802737 -4.945605 0.653044 0.9 0.5 1.4 0.17
H 0.599263 -3.556605 2.461044 -0.4 0.4 0.4 0.08
H -0.073737 -2.700605 1.051044 -0.1 0.5 0.1 0.06
H 1.620263 -2.913605 1.308044 1.0 -0.5 -1.0 0.07
H 1.376263 -4.045605 -0.710956 -0.2 -0.3 0.3 0.08
C -1.515737 -0.583605 -3.291956 -1.8 0.6 -0.3 -0.04
C -0.872737 -1.640605 -2.421956 -5.0 -2.2 -2.7 -0.60
C -0.936737 -2.970605 -3.155956 -3.2 -0.3 -0.9 -0.04
O 0.386263 -1.464605 -2.313956 7.4 3.2 2.2 -0.02
H -1.429737 0.466395 -2.978956 -0.1 -0.5 0.4 0.04
H -2.573737 -0.794605 -3.579956 0.5 0.2 0.9 0.10
H -1.065737 -0.634605 -4.249956 1.1 -0.1 -1.1 0.06
H -1.330737 -1.776605 -1.465956 -0.9 0.1 0.8 0.11
H -2.011737 -3.032605 -3.546956 1.2 -0.7 0.8 0.10
H -0.655737 -3.774605 -2.493956 -0.2 -0.4 0.1 0.05
H -0.376737 -3.047605 -4.082956 0.6 0.6 0.1 0.08
H 0.488263 -0.617605 -1.819956 0.5 -0.9 -0.3 0.08
C 1.948263 0.130395 -4.730956 -0.3 -1.4 4.7 -0.13
O 1.790263 -1.290605 -4.973956 0.2 0.7 -0.3 -0.14
H 1.953263 0.728395 -5.587956 0.4 0.3 -1.5 0.05
H 2.830263 0.270395 -4.027956 -0.4 0.2 -1.4 0.09
H 1.132263 0.550395 -4.039956 0.5 -0.7 -1.2 0.06
H 2.038263 -1.820605 -4.187956 -0.5 1.0 -0.5 0.04
C -0.734737 3.967395 -4.296956 -0.2 1.7 -2.2 -0.17
O -0.876737 2.637395 -3.990956 0.3 -2.6 0.6 -0.17
H -0.019737 4.477395 -3.634956 -0.6 -0.4 0.2 0.09
H -1.719737 4.450395 -4.401956 0.2 0.1 0.7 0.08
H -0.324737 4.090395 -5.310956 0.3 -0.1 0.1 0.08
H -1.168737 2.039395 -4.713956 0.2 1.2 0.4 0.12
C -0.048737 5.485395 3.077044 -2.7 -1.7 2.6 -0.10
O -0.358737 4.520395 2.051044 5.2 1.6 -0.1 -0.12
H -0.282737 4.904395 4.035044 0.5 1.0 -0.7 0.08
H -0.721737 6.369395 3.145044 0.4 -0.5 -0.8 0.09
H 0.961263 5.778395 3.212044 1.0 0.0 -0.9 0.07
H -1.253737 4.455395 1.974044 -4.1 0.2 -0.3 -0.03
```
Positions in Å, forces in eV/Å.

Its HOMO-LUMO gap is 8.6 eV. As for the relative energy (zero: lowest compared OMol25 entry of this formula, charge and spin): 11.2963 eV. As for the net charge: 0. Its total energy is -2188.7204 Eh. The value obtained for the molar mass is 636.87 g mol⁻¹. The spin multiplicity is 1. Its SMILES is NC(N)=O.NC(N)=O.NC(N)=O.CC(C)O.CC(C)O.CC(C)O.CC(C)O.CC(C)O.CC(C)O.CO.CO.CO.